95
Properties=species:S:1:pos:R:3:mulliken_spin:R:1 method="wB97M-V/def2-TZVPD" s_squared=9.782 lumo_ev="-5.12 / -5.11" charge=+2 energy_ha=-2731.40858 multiplicity=6
Dy 0.36352 0.01352 -0.06024 3.913
C -2.25268 -0.04397 2.66939 0.005
C -2.11423 1.40333 2.20134 -0.015
N -1.25953 1.58806 1.00446 0.047
C -1.99290 1.86438 -0.26043 -0.062
C -2.78753 0.66828 -0.75574 -0.029
N -1.93838 -0.49324 -1.12312 0.063
C -2.69558 -1.75839 -0.93085 -0.021
C -1.99605 -3.03079 -1.43026 -0.004
C -0.47569 -3.06518 -1.57390 -0.001
N 0.32088 -2.58226 -0.42260 0.008
C 0.19421 -3.39616 0.81132 -0.013
C -0.66950 -2.71749 1.85455 -0.001
N -0.15749 -1.35994 2.14841 0.053
C -0.96301 -0.68021 3.20193 -0.016
H -2.66361 -0.66906 1.86782 0.004
H -2.99391 -0.04800 3.46905 0.000
H -1.67336 1.98465 3.01023 0.001
H -3.10600 1.82675 2.01856 0.002
H -0.73430 2.44506 1.15156 0.013
H -1.21658 1.82763 -2.14044 0.093
H -2.71424 2.65547 -0.08452 -0.012
H -3.39966 1.00002 -1.59569 0.000
H -3.47528 0.35974 0.02978 -0.007
H -1.72893 -0.42137 -2.11425 0.025
H -3.66841 -1.68683 -1.41926 0.001
H -2.90273 -1.83280 0.13339 -0.007
H -2.38053 -3.27876 -2.42212 -0.001
H -2.31719 -3.85333 -0.78374 0.001
H -0.17543 -2.46579 -2.43698 -0.010
H -0.20381 -4.09629 -1.80645 -0.001
H 1.28138 -2.65190 -0.72687 -0.003
H 1.19234 -3.55435 1.22155 -0.001
H -0.21561 -4.38420 0.59159 0.000
H -0.69734 -3.33149 2.75844 0.000
H -1.69421 -2.63351 1.49612 0.002
H 0.76927 -1.50000 2.53654 -0.006
H -0.33935 0.09159 3.65514 -0.001
H -1.20849 -1.39390 3.98821 0.000
O 2.44198 0.38599 1.32464 0.045
C 3.67164 -0.07419 0.71172 0.007
C 3.54318 -0.07136 -0.78922 -0.040
C 4.64085 0.26967 -1.56215 -0.005
C 4.53247 0.21296 -2.93670 -0.001
C 3.33106 -0.17625 -3.49865 -0.027
C 2.28262 -0.48835 -2.65487 -0.044
N 2.37900 -0.44682 -1.32266 0.037
H 2.62847 0.57440 2.25151 -0.015
H 3.89195 -1.08483 1.05029 0.001
H 4.49851 0.56628 0.99880 -0.002
H 5.56800 0.57027 -1.08748 0.000
H 5.37840 0.47317 -3.56607 0.000
H 3.20033 -0.24144 -4.57217 -0.001
H 1.33142 -0.80957 -3.06028 0.056
C -1.12062 6.47609 -1.11061 0.004
C -1.65693 5.06216 -0.80294 0.031
C -3.01354 4.94255 -1.52843 0.017
C -1.87519 4.95294 0.71882 0.002
P -0.52717 3.90779 -1.72323 -0.011
N -0.97247 2.23922 -1.24409 -0.015
C 1.24733 4.07105 -1.12241 0.014
C 1.86604 5.34795 -1.72774 0.000
C 1.54502 4.03319 0.37637 0.006
C 1.94928 2.88713 -1.79966 0.120
C -1.02490 2.84457 -4.70910 0.742
C -0.94384 4.23442 -5.24432 0.028
C 0.12189 1.91603 -4.95661 0.011
C -2.37986 2.25734 -4.46932 0.015
H -1.94236 7.19055 -0.99948 0.000
H -0.73741 6.57365 -2.13334 0.000
H -0.33218 6.77069 -0.41620 0.000
H -3.73179 5.63323 -1.07051 0.001
H -3.44834 3.93921 -1.48585 -0.001
H -2.91789 5.21352 -2.58545 -0.001
H -2.30269 5.89412 1.08085 0.000
H -0.95701 4.79430 1.28167 0.000
H -2.59201 4.17546 0.99412 0.000
H 1.63414 6.24052 -1.14745 0.000
H 1.53172 5.51763 -2.75645 0.000
H 2.95695 5.24552 -1.74710 0.001
H 1.06868 4.84432 0.92359 -0.001
H 2.62597 4.14339 0.53267 0.000
H 1.26502 3.07808 0.83236 -0.014
H 1.86097 2.93644 -2.89068 0.014
H 1.49741 1.95275 -1.48914 -0.104
H 3.01392 2.88822 -1.53900 0.002
H 0.03992 4.68230 -5.06466 0.005
H -1.70572 4.88523 -4.80001 0.006
H -1.10764 4.25579 -6.33547 0.022
H 1.08469 2.43561 -4.89150 0.005
H 0.08228 1.46640 -5.96547 0.032
H 0.13058 1.07301 -4.24601 -0.002
H -2.98281 2.88510 -3.79438 0.019
H -2.32259 1.23979 -4.05037 -0.005
H -2.96680 2.17121 -5.39923 0.029